1.
C45H47Cl3N5OPPt | ωB97M-V/def2-TZVPD

Properties
HOMO (spin up / spin down)	-5.87 / -7.77	eV
spin multiplicity	5
expectation value of S²	6.0811
ΔE to the lowest compared entry with this formula, charge and spin	39.2	kcal per mole

Each line ends with the Mulliken charge.
CARTESIAN COORDINATES (ANGSTROEM)
Pt1 0.09 -1.52 -0.37  1.94
Cl1 -2.22 -3.69 4.79  -0.18
Cl2 -1.04 -2.24 2.53  0.10
Cl3 -3.82 4.62 -2.82  -0.26
P1 -2.57 -1.39 -0.44  0.02
O1 4.28 4.70 1.17  -0.73
N1 1.94 -1.37 -3.20  -0.03
N2 2.12 -1.80 -1.94  0.04
N3 2.93 0.60 2.67  -1.08
N4 1.71 -0.37 1.05  -0.45
N5 3.03 1.30 1.52  1.23
C1 1.08 -5.47 -1.65  0.03
C2 3.01 4.23 3.20  2.32
C3 3.84 2.50 1.41  -3.00
C4 2.44 -5.27 0.76  -0.75
C5 2.05 -6.40 -1.32  -0.89
C6 -1.27 4.86 -1.94  -1.02
C7 -0.24 4.64 -1.04  -0.24
C8 -3.45 -3.99 -0.27  -0.56
C9 2.01 4.16 0.77  -2.29
C10 -5.39 -1.46 -1.00  -0.15
C11 3.17 -2.61 -1.99  -0.50
C12 -0.73 -3.28 3.93  -0.47
C13 -3.44 -5.37 -0.55  -0.94
C14 2.11 -0.38 2.35  -0.53
C15 -2.01 -0.38 -1.84  0.09
C16 3.68 -2.69 -3.30  -1.09
C17 -6.67 -0.93 -0.93  -0.73
C18 -2.66 -3.12 -0.96  -0.08
C19 1.49 -4.33 0.43  0.00
C20 -0.44 3.86 0.09  -0.04
C21 2.60 5.71 3.32  -1.86
C22 -2.11 0.92 -3.85  -0.99
C23 -0.67 -0.02 -1.62  0.39
C24 -2.74 3.51 -0.60  -0.66
C25 3.21 3.88 1.69  1.79
C26 2.86 -1.88 -4.04  -0.24
C27 0.62 3.65 1.15  0.43
C28 -6.92 0.22 -0.18  -0.52
C29 -5.87 0.83 0.49  -0.62
C30 -2.52 4.31 -1.71  0.26
C31 -1.56 -3.63 -1.86  1.40
C32 1.96 3.39 3.95  -1.75
C33 -4.60 0.30 0.42  -0.44
C34 -0.08 0.86 -2.53  -0.79
C35 -2.74 0.09 -2.93  -0.27
C36 4.34 4.04 3.95  -2.09
C37 -4.34 -0.85 -0.32  0.13
C38 0.72 -4.42 -0.77  0.65
C39 -1.86 -5.03 -2.32  -1.04
C40 -0.28 -3.45 -1.02  -0.98
C41 2.31 0.70 0.56  -0.17
C42 -2.69 -5.85 -1.64  -0.59
C43 -0.80 1.32 -3.64  -0.56
C44 -1.69 3.29 0.29  -0.24
C45 2.73 -6.33 -0.10  -0.52
H1 2.86 -1.63 -5.09  0.47
H2 3.41 6.39 3.07  0.50
H3 -0.08 -2.77 4.61  0.37
H4 0.62 -5.52 -2.62  0.31
H5 -6.05 1.73 1.07  0.42
H6 2.11 2.32 3.82  0.29
H7 -1.86 2.65 1.15  0.37
H8 2.07 3.60 5.02  0.58
H9 4.20 2.53 0.38  0.48
H10 4.30 4.58 4.90  0.51
H11 0.92 1.24 -2.37  0.46
H12 -3.78 0.77 0.95  0.50
H13 -1.46 -2.97 -2.73  0.08
H14 0.94 3.64 3.69  0.27
H15 2.28 3.77 -0.22  0.45
H16 0.64 2.60 1.44  0.38
H17 0.72 5.09 -1.24  0.42
H18 4.71 2.38 2.05  0.49
H19 2.25 1.05 -0.46  0.31
H20 -4.07 -6.04 0.02  0.43
H21 -2.65 1.28 -4.72  0.39
H22 0.27 4.20 2.03  0.36
H23 1.29 -3.50 1.10  0.04
H24 -0.33 2.00 -4.33  0.42
H25 2.33 5.92 4.36  0.49
H26 1.17 -0.75 -3.39  0.15
H27 1.81 -1.13 3.06  0.50
H28 -3.71 3.07 -0.44  0.41
H29 -0.29 -4.20 3.56  0.23
H30 -1.36 -5.38 -3.22  0.72
H31 2.30 -7.18 -2.02  0.40
H32 -3.77 -0.19 -3.06  0.50
H33 -2.81 -6.88 -1.96  0.43
H34 5.19 4.41 3.38  0.36
H35 -5.21 -2.35 -1.59  0.41
H36 1.95 5.25 0.66  0.88
H37 4.51 2.99 4.19  0.39
H38 3.50 -3.12 -1.10  0.55
H39 -4.14 -3.61 0.48  0.50
H40 -7.92 0.62 -0.13  0.38
H41 4.53 -3.26 -3.64  0.41
H42 2.99 -5.18 1.69  0.40
H43 -7.48 -1.41 -1.47  0.41
H44 3.47 -7.07 0.16  0.40
H45 -1.11 5.47 -2.82  0.44
H46 1.73 5.95 2.71  0.28
H47 4.06 5.62 1.32  0.60



2.
C4H4O2 | ωB97M-V/def2-TZVPD

Properties
HOMO	-10.21	eV
SMILES string	C#CCOC=O
ΔE to the lowest compared entry with this formula, charge and spin	82.0	kcal per mole

Each line ends with the Mulliken charge.
CARTESIAN COORDINATES (ANGSTROEM)
O1 1.56 -1.20 -1.06  -0.56
O2 -0.43 -0.35 -0.85  -0.27
C1 -0.12 -0.68 0.58  -0.14
C2 -0.88 1.67 1.19  -0.21
C3 -0.13 0.72 1.00  -0.28
C4 0.65 -0.54 -1.59  0.30
H1 0.74 -1.17 1.06  0.27
H2 0.48 0.10 -2.53  0.29
H3 -0.87 2.71 1.37  0.33
H4 -1.01 -1.26 0.83  0.27



3.
C5H12NO | ωB97M-V/def2-TZVPD

Properties
HOMO	-2.48	eV
total charge	-1
SMILES string	CNCCCC[O-]
ΔE to the lowest compared entry with this formula, charge and spin	50.8	kcal per mole

Each line ends with the Mulliken charge.
CARTESIAN COORDINATES (ANGSTROEM)
O1 0.19 1.10 -1.85  -0.82
N1 -1.38 -1.50 0.38  -0.53
C1 -1.00 -0.06 0.74  -0.50
C2 1.16 1.57 -0.89  -0.42
C3 1.02 1.45 0.64  -0.79
C4 -1.36 -1.78 -0.98  -0.70
C5 0.53 0.04 1.10  -0.67
H1 -1.46 -2.94 -1.08  0.27
H2 -1.16 0.47 -0.23  0.31
H3 -1.64 0.19 1.59  0.26
H4 0.72 -0.17 2.13  0.40
H5 -0.66 -2.07 0.72  0.29
H6 2.03 1.47 1.08  0.30
H7 1.21 -0.68 0.53  0.35
H8 1.59 2.64 -1.08  0.22
H9 2.16 0.91 -1.06  0.11
H10 -2.05 -1.25 -1.64  0.24
H11 0.40 2.02 1.30  0.42
H12 -0.30 -1.40 -1.40  0.24



| no. | calculated total energy (eV) |
| --- | --- |
| 1 | -107023.412 |
| 2 | -8303.520 |
| 3 | -8914.863 |